1.
ORCA calculation (ωB97M-V/def2-TZVPD) on an isolated molecule of C5H10N4O2S.

```
! RIJCOSX wB97M-V def2-TZVPD def2/J DEFGRID3
* xyz 0 1
C 0.5202 -0.1779 -1.9837
C -0.5979 -0.3673 0.5293
C 1.0252 0.9916 -1.3480
C -1.4779 -1.1376 1.4088
C -0.4284 1.7115 1.8030
N 0.6597 1.4924 -0.1879
N -0.1767 0.8318 0.6566
N 1.8696 1.7649 -2.0815
N 1.1617 -2.6368 -2.9753
O 2.7672 -0.7174 -3.0637
O 2.3194 -1.8591 -0.9024
S 1.8322 -1.3414 -2.1510
H -0.8537 -1.7322 2.0781
H -2.1580 -0.5257 2.0113
H -2.0675 -1.8322 0.8122
H -0.7611 2.6772 1.4282
H -1.1822 1.2785 2.4540
H 0.5005 1.8514 2.3540
H 2.4346 1.2525 -2.7487
H 2.3040 2.5284 -1.5881
H 0.6935 -2.3293 -3.8126
H 0.5396 -3.1544 -2.3750
*
```

Calculated values
frontier orbital gap (spin up / spin down)	8.0 / 7.0	eV
molar mass	190.2	g mol⁻¹

Atom charges from the natural (NBO) analysis, given in e for atoms 1 to 4: atom 1 (C): -0.341, atom 2 (C): 0.336, atom 3 (C): 0.286, atom 4 (C): -0.739

=====

2.
ORCA calculation (ωB97M-V/def2-TZVPD) on an isolated molecule of C5H10N4O2S.

```
! RIJCOSX wB97M-V def2-TZVPD def2/J DEFGRID3
* xyz 0 1
C -1.7430 -0.6451 0.4588
C -1.7459 0.9376 0.2057
C 0.6268 -1.1258 0.4785
C -0.7480 -0.5985 -1.6339
C 0.6815 1.3854 0.5862
N -0.6593 -1.2070 -0.2540
N -0.4880 1.2786 -0.4122
N 1.3572 0.1364 0.7576
N -0.1482 0.6264 -1.5838
O 3.2589 -1.4093 0.0786
O 3.8707 0.8997 0.4987
S 2.9938 0.0048 -0.2084
H -1.6743 -0.8367 1.4843
H -2.6923 -1.1084 0.0761
H -2.4663 1.1828 -0.5735
H -1.8181 1.6014 1.0977
H 0.2812 -1.5911 1.4216
H 1.3175 -1.6322 -0.1112
H -0.1245 -1.1585 -2.1889
H -1.7244 -0.6892 -2.1350
H 1.3092 2.1860 0.3184
H 0.3355 1.7626 1.6386
*
```

Calculated values
frontier orbital gap (spin up / spin down)	4.5 / 4.5	eV
molar mass	190.2	g mol⁻¹

Atom charges from the natural (NBO) analysis, given in e for atoms 1 to 4: atom 1 (C): -0.234, atom 2 (C): -0.291, atom 3 (C): -0.099, atom 4 (C): -0.165

=====

Result of the stability comparison: 1 is the most stable of them.

=====

1.
ORCA calculation (ωB97M-V/def2-TZVPD) on a structure of composition C7H14O2.

```
! RIJCOSX wB97M-V def2-TZVPD def2/J DEFGRID3
* xyz 0 1
C 1.1372 0.6640 1.0378
C 2.4602 0.2807 0.4152
C -1.3811 1.5242 0.4828
C -0.1473 1.0995 -0.2723
O 0.7300 -0.1279 2.1316
O 0.3519 1.7161 -1.2037
H 1.1515 -0.9955 2.0722
H 1.1782 1.6885 1.4080
H 2.6515 0.9111 -0.4552
H 2.4559 -0.7668 0.0944
H 3.2804 0.4197 1.1252
H -2.2264 1.5725 -0.2058
H -1.6012 0.8448 1.3048
H -1.2093 2.5255 0.8824
C -1.7418 -1.6258 -0.2026
C -0.6528 -0.8760 -0.9041
C -0.2799 -1.0196 -2.1691
H 0.2013 -0.2702 -0.0730
H -1.5121 -1.7624 0.8571
H -2.6864 -1.0777 -0.2560
H -1.8960 -2.6129 -0.6480
H -0.7627 -1.7250 -2.8393
H 0.4990 -0.3866 -2.5826
*
```

Calculated values
frontier orbital gap	8.9	eV
molar mass	130.2	g mol⁻¹

Atom charges from the natural (NBO) analysis, given in e for atoms 1 to 4: atom 1 (C): 0.003, atom 2 (C): -0.672, atom 3 (C): -0.708, atom 4 (C): 0.491

=====

2.
ORCA calculation (ωB97M-V/def2-TZVPD) on a cluster of 2 separate species, C7H14O2 in total.

```
! RIJCOSX wB97M-V def2-TZVPD def2/J DEFGRID3
* xyz 0 1
C 1.4144 1.8094 0.6575
C 0.7478 2.3569 1.9116
O 1.1583 0.4383 0.4579
H 1.2662 -0.0179 1.2987
H 1.0278 2.3156 -0.2312
H 2.5032 1.9828 0.7023
H 1.1969 1.9208 2.8025
H 0.8566 3.4366 1.9573
H -0.3107 2.1025 1.8980
C -1.3484 0.5110 -1.3538
C 0.1800 -1.9406 -1.7015
C -1.2463 -0.4268 -0.1787
C -0.5807 -1.7385 -0.4299
C -0.6836 -2.6854 0.5004
O -1.7167 -0.1487 0.9022
H -1.9048 0.0365 -2.1587
H -0.3566 0.7530 -1.7175
H -1.8597 1.4200 -1.0489
H -0.4671 -1.8309 -2.5695
H 0.6213 -2.9335 -1.7219
H 0.9764 -1.2027 -1.7717
H -1.2394 -2.5007 1.4057
H -0.2348 -3.6575 0.3890
*
```

Calculated values
SMILES string	C=C(C)C(C)=O.CCO
frontier orbital gap	10.1	eV
molar mass	130.2	g mol⁻¹

Atom charges from the natural (NBO) analysis, given in e for atoms 1 to 4: atom 1 (C): -0.054, atom 2 (C): -0.643, atom 3 (O): -0.727, atom 4 (H): 0.473

=====

Result of the stability comparison: 2 is the most stable of them.

=====

1.
ORCA calculation (ωB97M-V/def2-TZVPD) on a cluster of 2 separate species, H5N4O in total.

```
! RIJCOSX wB97M-V def2-TZVPD def2/J DEFGRID3
* xyz -1 1
N -0.7329 -1.5046 1.0353
N 1.2657 -0.2256 -0.1563
N -0.1912 1.4451 -0.9083
N 0.2551 0.6194 -0.0388
O 0.3806 1.8890 -1.9608
H -0.6966 -2.1764 1.7411
H 0.0952 -1.2346 0.4744
H -0.9130 -0.6925 1.5573
H 1.5847 -0.0792 -1.2390
H -1.0475 1.9595 -0.5050
*
```

Calculated values
frontier orbital gap (spin up / spin down)	7.4 / 7.4	eV
molar mass	77.1	g mol⁻¹

Atom charges from the natural (NBO) analysis, given in e for atoms 1 to 4: atom 1 (N): -1.136, atom 2 (N): -0.704, atom 3 (N): 0.002, atom 4 (N): -0.106

=====

2.
ORCA calculation (ωB97M-V/def2-TZVPD) on a cluster of 3 separate species, H5N4O in total.

```
! RIJCOSX wB97M-V def2-TZVPD def2/J DEFGRID3
* xyz -1 1
N 1.2257 1.0191 -0.4499
N -1.6660 -0.9175 -0.3969
N 0.4237 -0.1919 -0.4074
N -0.8641 0.0555 -0.4209
O -1.3488 1.2443 -0.3304
H 1.7919 0.9970 0.5290
H 0.5898 1.8911 -0.4683
H -2.6721 -0.6191 -0.4096
H 1.4517 -1.9195 1.5900
H 1.0684 -1.5591 0.7645
*
```

Calculated values
frontier orbital gap	7.9	eV
molar mass	77.1	g mol⁻¹

Atom charges from the natural (NBO) analysis, given in e for atoms 1 to 4: atom 1 (N): -0.721, atom 2 (N): -0.650, atom 3 (N): -0.283, atom 4 (N): 0.396

=====

Result of the stability comparison: 1 is the most stable of them.

=====

1.
ORCA calculation (ωB97M-V/def2-TZVPD) on a structure of composition C2H3NO2S2.

```
! RIJCOSX wB97M-V def2-TZVPD def2/J DEFGRID3
* xyz 0 1
C 0.2932 0.2561 0.0184
C 1.7462 0.0334 0.1656
N -0.4848 -0.7106 0.3451
O -2.3408 -0.4917 -1.3599
O -3.0117 -0.5589 0.9671
S -0.4266 1.6353 -0.7020
S -1.9847 -0.2680 -0.0098
H 2.0524 0.9163 0.8673
H 2.2597 0.1637 -0.8519
H 1.8972 -0.9758 0.5601
*
```

Calculated values
frontier orbital gap (spin up / spin down)	7.9 / 7.9	eV
molar mass	137.2	g mol⁻¹

Atom charges from the natural (NBO) analysis, given in e for atoms 1 to 4: atom 1 (C): 0.159, atom 2 (C): -0.681, atom 3 (N): -0.766, atom 4 (O): -0.853

=====

2.
ORCA calculation (ωB97M-V/def2-TZVPD) on an isolated molecule of C2H3NO2S2.

```
! RIJCOSX wB97M-V def2-TZVPD def2/J DEFGRID3
* xyz 0 1
C -1.5920 0.5986 -0.3035
C 1.0327 0.8976 -0.2097
N -0.0793 -1.1119 1.1054
O -2.1034 1.5477 -0.7761
O 0.8954 -1.3808 -1.2288
S -1.6452 -0.9087 0.4936
S 1.3405 -0.7439 -0.0475
H 1.0515 1.3922 -1.2521
H 0.9970 1.6452 0.5194
H 0.1027 -1.9360 1.6994
*
```

Calculated values
frontier orbital gap (spin up / spin down)	7.5 / 7.5	eV
molar mass	137.2	g mol⁻¹

Atom charges from the natural (NBO) analysis, given in e for atoms 1 to 4: atom 1 (C): 0.433, atom 2 (C): -0.910, atom 3 (N): -1.047, atom 4 (O): -0.445

=====

3.
ORCA calculation (ωB97M-V/def2-TZVPD) on an isolated molecule of C2H3NO2S2.

```
! RIJCOSX wB97M-V def2-TZVPD def2/J DEFGRID3
* xyz 0 1
C 1.2400 -1.0139 0.3667
C -0.1519 -0.3615 0.6129
N -0.8700 0.3294 -0.2559
O 3.2815 -0.9815 -1.3986
O 1.2101 0.3049 -1.8673
S -0.8579 -0.6170 2.2132
S 2.0909 -0.3522 -0.9238
H 1.8084 -1.4538 1.1597
H -0.8892 0.4593 -1.2507
H -1.7142 0.7721 0.1752
*
```

Calculated values
SMILES string	NC(=S)C=S(=O)=O
frontier orbital gap (spin up / spin down)	6.5 / 6.5	eV
molar mass	137.2	g mol⁻¹

Atom charges from the natural (NBO) analysis, given in e for atoms 1 to 4: atom 1 (C): -0.612, atom 2 (C): 0.129, atom 3 (N): -0.758, atom 4 (O): -0.824

=====

Result of the stability comparison: 1 is the most stable of them.